Version P
One molecule with the formula C4H12N2O. Source: the OMol25 dataset; level of theory: ωB97M-V/def2-TZVPD.

Results
Structure (SMILES): NCCNCCO
Orbital gap: 0.35019 hartree

Last column: Löwdin charge in e.
Positions of all 19 atoms, in Å:
O (2.67, -1.14, -0.49)  -0.068
N (-0.46, -0.63, -0.10)  -0.086
N (-2.18, 1.86, 1.07)  -0.018
C (-0.84, 1.77, 0.47)  -0.279
C (-0.07, 0.46, 0.77)  -0.217
C (0.33, -0.97, -1.26)  -0.222
C (1.54, -1.87, -0.90)  -0.268
H (2.52, -0.76, 0.39)  0.075
H (-2.14, 2.30, 1.99)  0.061
H (-0.96, 1.93, -0.61)  0.104
H (-1.46, -0.59, -0.23)  0.100
H (0.99, 0.71, 0.69)  0.105
H (-0.38, 0.23, 1.77)  0.097
H (1.13, -2.50, -0.10)  0.111
H (-0.32, -1.64, -1.83)  0.114
H (1.77, -2.59, -1.68)  0.113
H (-0.24, 2.64, 0.76)  0.104
H (0.67, -0.14, -1.90)  0.120
H (-2.59, 0.94, 1.18)  0.055

=====

Version Q
A 3-piece molecular cluster, C4H12N2O overall. Source: the OMol25 dataset; level of theory: ωB97M-V/def2-TZVPD.

Results
Orbital gap (spin up / spin down): 0.29763 / 0.29758 hartree

Last column: Löwdin charge in e.
Positions of all 19 atoms, in Å:
O (-0.31, -1.51, 0.65)  -0.388
N (0.30, 0.18, -1.02)  0.065
N (1.79, 0.61, 0.76)  0.151
C (-1.55, 0.23, 0.11)  0.185
C (1.74, 2.17, -1.09)  -0.044
C (1.31, 0.93, -0.37)  -0.515
C (-1.13, -2.40, 1.32)  -0.271
H (-2.08, -1.91, 1.62)  0.064
H (1.34, -0.25, 1.11)  0.039
H (0.15, 0.39, -2.00)  0.117
H (0.26, -0.82, -0.76)  0.077
H (-1.42, -3.27, 0.71)  0.068
H (-1.67, 1.14, -0.46)  0.039
H (-1.36, 0.38, 1.16)  0.060
H (2.19, 1.93, -2.06)  0.077
H (2.46, 2.71, -0.49)  0.076
H (-0.67, -2.76, 2.25)  0.071
H (-2.23, -0.56, -0.16)  0.048
H (0.88, 2.82, -1.28)  0.076

=====

How do the energies compare? Relative to the most stable structure, in hartree: version P 0.0000; version Q 0.1149.